194
Properties=species:S:1:pos:R:3:lowdin_charge:R:1 method="wB97M-V/def2-TZVPD" homo_energy_ev=-9.5 homo_lumo_gap_ev=8.028
Cl 8.015 -0.692 1.381 0.551
C 7.982 -0.043 -0.247 -0.667
C 6.725 0.806 -0.549 -0.645
Cl 6.593 2.073 0.672 0.582
H 8.125 -0.926 -0.870 0.068
H 8.867 0.591 -0.294 0.062
H 5.836 0.182 -0.644 0.054
H 6.750 1.273 -1.533 0.056
Cl 1.246 1.616 1.711 0.652
C 0.339 1.374 0.236 -0.641
C 0.253 -0.158 -0.197 -0.598
Cl -0.823 -0.310 -1.617 0.608
H 0.877 1.918 -0.540 0.009
H -0.640 1.816 0.423 0.053
H -0.132 -0.758 0.628 0.033
H 1.186 -0.681 -0.403 0.028
Cl 0.788 6.183 -4.234 0.604
C 1.536 4.658 -4.725 -0.678
C 0.545 3.498 -4.598 -0.640
Cl 0.185 3.084 -2.899 0.599
H 2.327 4.461 -4.002 0.026
H 1.949 4.736 -5.731 0.084
H 0.954 2.625 -5.106 0.055
H -0.331 3.965 -5.047 0.054
Cl -2.248 -4.305 -0.397 0.641
C -3.370 -5.307 0.458 -0.692
C -4.178 -6.131 -0.566 -0.594
Cl -5.558 -6.885 0.364 0.518
H -4.054 -4.680 1.030 0.068
H -2.825 -5.979 1.121 0.059
H -3.620 -6.950 -1.021 0.072
H -4.730 -5.575 -1.324 0.029
Cl 5.194 5.656 -4.329 0.568
C 6.409 4.597 -3.575 -0.660
C 6.077 4.561 -2.115 -0.635
Cl 6.384 6.229 -1.362 0.508
H 7.408 5.014 -3.701 0.070
H 6.475 3.604 -4.018 0.074
H 6.858 3.965 -1.644 0.035
H 5.091 4.168 -1.865 0.048
C -2.962 0.620 -4.991 -0.056
C -3.363 0.714 -3.624 -0.074
C -4.651 0.222 -3.343 -0.014
C -5.474 -0.351 -4.308 -0.160
C -4.992 -0.535 -5.606 0.000
C -3.787 0.037 -5.946 -0.078
N -6.785 -0.820 -3.954 -0.396
O -7.084 -0.739 -2.822 0.097
O -7.547 -1.235 -4.784 0.100
H -1.973 0.977 -5.238 0.100
H -2.825 1.191 -2.817 0.063
H -5.160 0.395 -2.407 0.107
H -5.493 -1.181 -6.311 0.123
H -3.405 0.030 -6.956 0.111
C 4.214 -0.224 5.752 -0.065
C 3.017 -0.913 5.671 -0.066
C 2.648 -1.351 4.403 -0.016
C 3.422 -1.023 3.277 -0.147
C 4.566 -0.215 3.378 0.004
C 5.008 0.170 4.655 -0.022
N 2.973 -1.342 1.871 -0.304
O 3.630 -0.968 0.877 0.012
O 2.069 -2.176 1.756 0.041
H 4.463 0.103 6.751 0.108
H 2.425 -1.128 6.549 0.103
H 1.741 -1.934 4.347 0.099
H 5.098 0.100 2.492 0.075
H 5.856 0.832 4.742 0.111
C -2.311 -3.004 -4.857 -0.072
C -2.863 -2.877 -3.594 -0.094
C -4.133 -3.391 -3.369 -0.051
C -4.810 -4.027 -4.369 -0.116
C -4.272 -4.092 -5.705 0.015
C -3.043 -3.457 -5.963 -0.062
N -6.186 -4.545 -4.047 -0.373
O -6.479 -4.570 -2.884 0.076
O -6.864 -4.892 -4.960 0.107
H -1.348 -2.530 -4.973 0.096
H -2.380 -2.286 -2.830 0.051
H -4.422 -3.232 -2.341 0.111
H -4.795 -4.591 -6.507 0.112
H -2.662 -3.406 -6.972 0.106
C 2.874 5.876 -0.131 -0.062
C 1.702 6.342 -0.705 -0.055
C 1.169 7.535 -0.140 0.014
C 1.773 8.194 0.931 -0.129
C 2.908 7.642 1.490 -0.049
C 3.444 6.505 1.026 -0.073
N 1.381 9.601 1.274 -0.327
O 2.077 10.250 2.034 0.080
O 0.454 10.040 0.581 0.052
H 3.342 5.021 -0.596 0.082
H 1.389 5.880 -1.629 0.041
H 0.297 7.985 -0.590 0.106
H 3.250 8.115 2.399 0.121
H 4.334 6.083 1.470 0.103
C 1.993 -2.591 -3.473 -0.023
C 1.958 -1.857 -4.695 -0.053
C 2.539 -0.614 -4.852 -0.013
C 3.108 -0.022 -3.734 -0.110
C 3.153 -0.755 -2.525 -0.017
C 2.563 -1.951 -2.386 -0.101
N 3.593 1.376 -3.799 -0.332
O 4.402 1.726 -2.943 0.060
O 3.241 2.064 -4.697 0.084
H 1.686 -3.621 -3.374 0.091
H 1.479 -2.251 -5.579 0.101
H 2.458 -0.049 -5.768 0.119
H 3.558 -0.376 -1.599 0.096
H 2.600 -2.522 -1.470 0.110
C -1.332 -2.895 2.916 -0.065
C -1.615 -1.560 2.821 -0.055
C -1.575 -0.820 4.006 0.016
C -1.031 -1.359 5.166 -0.143
C -0.683 -2.709 5.229 -0.037
C -0.879 -3.495 4.119 -0.062
N -0.948 -0.556 6.404 -0.292
O -1.672 0.463 6.476 0.075
O -0.106 -0.909 7.260 0.039
H -1.361 -3.615 2.111 0.053
H -1.946 -1.080 1.912 0.097
H -1.904 0.202 3.886 0.096
H -0.189 -3.191 6.060 0.121
H -0.701 -4.545 4.302 0.105
C -8.048 2.594 2.207 -0.082
C -7.315 3.099 3.195 -0.080
C -5.938 2.786 3.331 0.034
C -5.196 2.179 2.296 -0.158
C -5.891 1.756 1.212 -0.014
C -7.309 1.975 1.174 -0.043
N -3.758 1.998 2.513 -0.323
O -3.272 2.376 3.569 0.081
O -3.188 1.315 1.692 0.072
H -9.126 2.652 2.196 0.116
H -7.770 3.663 3.997 0.112
H -5.409 3.044 4.235 0.115
H -5.531 1.309 0.298 0.110
H -7.990 1.731 0.372 0.101
C -5.505 3.473 -3.209 -0.075
C -4.301 3.952 -3.701 -0.060
C -3.335 4.375 -2.761 0.003
C -3.664 4.628 -1.426 -0.169
C -4.893 4.308 -0.961 -0.004
C -5.775 3.612 -1.818 -0.042
N -2.609 5.206 -0.619 -0.322
O -2.620 4.882 0.566 0.067
O -1.773 6.009 -1.039 0.077
H -6.241 3.113 -3.913 0.109
H -4.218 3.815 -4.769 0.110
H -2.356 4.645 -3.129 0.085
H -5.125 4.410 0.089 0.117
H -6.741 3.264 -1.482 0.094
C 0.331 2.328 5.017 -0.121
C -0.335 3.476 4.652 -0.067
C -0.499 4.494 5.573 0.018
C 0.115 4.394 6.844 -0.122
C 0.817 3.223 7.118 -0.003
C 0.994 2.220 6.192 -0.081
N 0.099 5.478 7.836 -0.339
O -0.590 6.428 7.496 0.072
O 0.693 5.364 8.911 0.067
H 0.479 1.527 4.307 0.054
H -0.739 3.597 3.658 0.102
H -1.077 5.344 5.241 0.118
H 1.401 3.223 8.027 0.117
H 1.620 1.404 6.521 0.094
C 3.902 -4.334 2.940 -0.082
C 3.511 -5.610 3.312 -0.055
C 3.697 -6.692 2.427 -0.002
C 4.411 -6.547 1.215 -0.165
C 4.822 -5.276 0.847 0.028
C 4.573 -4.142 1.737 -0.032
N 4.472 -7.656 0.270 -0.314
O 3.740 -8.639 0.573 0.044
O 5.220 -7.622 -0.702 0.089
H 3.765 -3.508 3.623 0.084
H 3.059 -5.723 4.287 0.107
H 3.349 -7.648 2.788 0.115
H 5.292 -5.007 -0.088 0.116
H 4.907 -3.173 1.396 0.088
C -0.207 -7.751 1.180 -0.065
C 0.376 -6.450 1.065 -0.094
C 1.269 -6.152 0.075 -0.008
C 1.418 -7.081 -1.040 -0.141
C 0.685 -8.305 -0.969 0.026
C -0.091 -8.680 0.158 -0.050
N 2.304 -6.825 -2.113 -0.341
O 2.659 -7.798 -2.857 0.059
O 2.450 -5.672 -2.365 0.085
H -0.609 -8.022 2.145 0.104
H 0.310 -5.724 1.862 0.093
H 1.762 -5.193 0.123 0.111
H 0.848 -9.007 -1.773 0.113
H -0.619 -9.615 0.274 0.108



10
Properties=species:S:1:pos:R:3:nbo_charge:R:1 method="wB97M-V/def2-TZVPD" homo_energy_ev="-8.7 / -8.2" homo_lumo_gap_ev="7.639 / 8.204"
C -0.840 -0.157 0.071 -0.418
C 2.042 -0.474 -0.217 -0.298
C 0.101 -1.034 -0.111 -0.122
C -1.216 1.183 0.318 -0.574
P -2.641 -0.210 -0.180 0.426
H 2.867 -1.165 -0.086 0.173
H 2.015 0.434 -0.677 0.143
H -0.013 -2.111 -0.068 0.209
H -1.499 1.600 1.277 0.239
H -0.818 1.933 -0.329 0.222



107
Properties=species:S:1:pos:R:3:lowdin_charge:R:1 method="wB97M-V/def2-TZVPD" homo_energy_ev=-10.1 homo_lumo_gap_ev=10.044 smiles="COC(=O)OC.COC(=O)OC.COC(=O)OC.COCCOCCOC.CC#N.CC#N.CC#N.CC#N.CC#N.CC#N.CC#N.CC#N"
C 31.893 -4.585 0.814 -0.124
O 31.520 -5.117 2.051 -0.229
C 32.471 -5.925 2.757 -0.138
C 32.222 -5.780 4.242 -0.182
O 30.964 -6.232 4.726 -0.110
C 29.873 -5.487 4.240 -0.194
C 28.638 -5.710 5.103 -0.181
O 28.882 -5.302 6.437 -0.194
C 28.741 -3.920 6.631 -0.106
H 32.156 -5.308 0.027 0.093
H 32.738 -3.900 0.840 0.064
H 30.970 -4.171 0.415 0.088
H 33.469 -5.550 2.508 0.137
H 32.341 -6.930 2.342 0.119
H 32.444 -4.761 4.574 0.114
H 32.901 -6.481 4.738 0.091
H 29.530 -5.827 3.255 0.101
H 30.066 -4.415 4.126 0.119
H 28.389 -6.758 4.976 0.091
H 27.852 -5.095 4.654 0.109
H 27.713 -3.588 6.447 0.050
H 29.473 -3.362 6.039 0.081
H 28.904 -3.612 7.668 0.091
C 33.508 -6.075 7.076 -0.037
O 34.280 -5.152 7.813 0.028
C 35.383 -4.685 7.250 -0.636
O 35.919 -5.038 6.236 0.116
O 35.856 -3.789 8.114 0.003
C 37.110 -3.176 7.837 -0.036
H 34.167 -6.737 6.507 0.088
H 32.761 -5.617 6.430 0.068
H 33.020 -6.753 7.775 0.106
H 37.834 -3.794 8.371 0.100
H 37.192 -2.159 8.212 0.095
H 37.355 -3.143 6.776 0.090
C 33.249 -10.507 0.681 -0.022
O 32.823 -10.623 2.042 0.015
C 33.406 -9.835 2.923 -0.632
O 34.172 -8.930 2.670 0.107
O 33.031 -10.169 4.138 0.021
C 33.598 -9.520 5.255 -0.042
H 32.551 -11.109 0.107 0.097
H 34.244 -10.938 0.585 0.101
H 33.247 -9.470 0.355 0.090
H 34.688 -9.435 5.304 0.104
H 33.358 -9.981 6.208 0.100
H 33.265 -8.481 5.176 0.069
C 30.817 -0.167 6.234 -0.047
O 30.365 -0.100 4.893 0.021
C 30.720 -1.080 4.069 -0.596
O 31.578 -1.905 4.239 0.115
O 30.076 -0.850 2.926 0.013
C 30.400 -1.632 1.806 -0.058
H 30.042 0.092 6.954 0.095
H 31.711 0.432 6.393 0.075
H 31.093 -1.196 6.482 0.082
H 30.307 -2.711 1.935 0.071
H 31.423 -1.503 1.437 0.099
H 29.750 -1.281 1.009 0.098
C 28.681 -6.397 9.315 -0.071
C 28.303 -7.795 9.300 -0.283
N 28.001 -8.907 9.287 0.137
H 28.170 -5.752 8.612 0.049
H 29.757 -6.404 9.122 0.085
H 28.589 -5.942 10.303 0.086
C 34.493 -2.514 5.008 -0.059
C 34.324 -1.399 5.922 -0.263
N 34.138 -0.487 6.594 0.148
H 33.806 -3.336 5.209 0.059
H 35.449 -3.033 5.025 0.072
H 34.260 -2.041 4.052 0.088
C 25.728 -7.589 3.744 -0.061
C 25.787 -6.330 2.996 -0.264
N 25.936 -5.351 2.415 0.145
H 26.392 -7.453 4.596 0.042
H 26.122 -8.382 3.113 0.064
H 24.717 -7.679 4.129 0.072
C 25.863 -1.956 2.183 -0.052
C 26.072 -2.288 3.599 -0.269
N 26.244 -2.580 4.691 0.151
H 26.592 -1.185 1.941 0.078
H 24.830 -1.610 2.194 0.087
H 26.042 -2.881 1.638 0.052
C 24.900 -4.496 7.264 -0.066
C 24.850 -5.920 6.988 -0.261
N 24.802 -7.037 6.717 0.148
H 25.607 -4.313 8.078 0.079
H 23.903 -4.195 7.578 0.086
H 25.328 -3.915 6.446 0.030
C 34.735 -3.061 -1.178 -0.061
C 35.419 -1.757 -1.039 -0.279
N 35.939 -0.746 -0.919 0.126
H 34.357 -3.377 -0.212 0.044
H 35.379 -3.853 -1.547 0.083
H 33.926 -2.814 -1.864 0.085
C 29.320 -7.221 0.972 -0.075
C 28.373 -8.321 0.924 -0.274
N 27.629 -9.186 0.918 0.149
H 30.004 -7.273 0.116 0.085
H 30.022 -7.465 1.773 0.068
H 28.947 -6.203 0.958 0.081
C 29.614 -8.952 5.781 -0.057
C 28.764 -9.961 5.121 -0.269
N 28.083 -10.752 4.635 0.130
H 28.989 -8.324 6.408 0.062
H 30.121 -8.435 4.971 0.059
H 30.359 -9.471 6.378 0.082



40
Properties=species:S:1:pos:R:3:nbo_charge:R:1 method="wB97M-V/def2-TZVPD" homo_energy_ev=-9.0 homo_lumo_gap_ev=9.292
C 0.292 0.201 4.708 -0.433
C -0.443 -0.795 3.831 -0.211
C 0.497 -1.738 2.876 -0.452
C 0.444 -1.384 1.276 -0.248
C -0.806 -2.226 0.632 -0.131
O -1.104 -1.920 -0.779 -0.684
S -2.512 -0.939 -0.716 1.644
O -3.766 -1.757 -0.291 -0.863
O -2.118 0.255 0.484 -0.686
C -0.786 0.753 0.016 0.015
C -0.850 2.405 0.272 -0.236
C -1.905 3.266 -0.383 -0.405
C 0.474 0.213 0.913 -0.270
C 1.849 0.580 0.034 -0.075
O 2.003 -0.245 -1.174 -0.575
C 1.819 0.530 -2.410 -0.073
C 1.163 -0.536 -3.518 -0.437
C -0.105 0.168 -4.290 -0.632
H -0.067 0.533 5.771 0.223
H 1.325 0.613 4.305 0.199
H -1.621 -0.836 3.903 0.236
H 1.651 -1.730 3.181 0.236
H 0.111 -2.863 2.977 0.234
H 1.436 -1.851 0.803 0.232
H -1.767 -2.185 1.339 0.217
H -0.477 -3.373 0.652 0.211
H -0.666 0.627 -1.142 0.228
H -0.106 2.947 1.005 0.223
H -2.970 2.870 -0.698 0.222
H -1.642 4.396 -0.662 0.220
H 0.536 0.927 1.866 0.239
H 1.893 1.737 -0.152 0.197
H 2.757 0.339 0.771 0.194
H 2.829 1.003 -2.774 0.185
H 1.084 1.424 -2.189 0.171
H 1.968 -1.012 -4.225 0.217
H 0.715 -1.442 -2.883 0.230
H -0.802 -0.689 -4.680 0.227
H 0.337 0.862 -5.125 0.213
H -0.670 0.871 -3.525 0.203



10
Properties=species:S:1:pos:R:3:nbo_charge:R:1 method="wB97M-V/def2-TZVPD" homo_energy_ev=-10.5 homo_lumo_gap_ev=9.942 smiles="[H]/N=c1/nn[nH]oc1=O"
C -0.630 -0.452 0.420 0.166
C 0.800 -0.632 0.141 0.706
H -0.379 -1.726 1.592 0.353
H 0.696 2.107 -1.462 0.402
N -1.112 -1.159 1.278 -0.478
N -1.547 0.306 -0.347 -0.178
N -0.924 1.273 -0.890 0.042
N 0.387 1.496 -0.781 -0.154
O 1.337 0.466 -0.438 -0.331
O 1.372 -1.678 0.488 -0.529



119
Properties=species:S:1:pos:R:3:lowdin_spin:R:1 method="wB97M-V/def2-TZVPD" homo_energy_ev="-5.8 / -7.3" homo_lumo_gap_ev="6.388 / 4.972" s2=6.027 multiplicity=5
Rh 0.400 0.171 -0.860 2.080
C 1.562 -2.706 1.293 0.032
Si 1.708 -1.797 -0.410 0.157
C 3.600 -1.450 -0.535 0.033
C 4.534 -2.473 -0.577 0.005
C 5.891 -2.198 -0.584 0.010
C 6.325 -0.882 -0.557 -0.001
C 5.410 0.155 -0.536 0.009
C 4.045 -0.123 -0.512 0.013
P 2.753 1.156 -0.520 0.200
C 2.213 1.208 1.232 0.028
C 1.166 2.074 1.556 0.025
C 0.767 2.224 2.869 0.002
C 1.420 1.526 3.873 0.011
C 2.442 0.647 3.553 0.004
C 2.837 0.480 2.238 0.010
C 3.734 2.722 -0.465 0.064
C 3.763 3.554 -1.578 0.006
C 4.505 4.723 -1.550 0.000
C 5.220 5.067 -0.416 0.001
C 5.177 4.252 0.703 0.004
C 4.429 3.092 0.686 0.012
C 1.304 -3.054 -1.807 0.029
C 1.539 -4.414 -1.683 0.005
C 1.235 -5.293 -2.707 0.008
C 0.649 -4.818 -3.871 0.001
C 0.369 -3.472 -4.005 0.007
C 0.703 -2.583 -2.984 0.011
P 0.350 -0.802 -3.105 0.158
C 1.866 -0.048 -3.784 0.017
C 3.105 -0.672 -3.687 0.010
C 4.244 -0.020 -4.129 0.000
C 4.155 1.250 -4.671 0.009
C 2.919 1.869 -4.789 0.001
C 1.779 1.229 -4.339 0.009
C -0.759 -0.759 -4.561 0.043
C -0.339 -0.562 -5.875 0.011
C -1.255 -0.641 -6.909 0.002
C -2.590 -0.909 -6.646 0.005
C -3.016 -1.087 -5.339 -0.001
C -2.106 -1.005 -4.302 0.009
H 2.302 -3.495 1.366 0.005
H 0.574 -3.133 1.418 0.001
H 1.735 -2.007 2.106 0.000
H 4.200 -3.498 -0.594 0.000
H 6.610 -3.003 -0.602 0.001
H 7.383 -0.662 -0.562 0.000
H 5.757 1.178 -0.513 0.001
H 0.700 2.663 0.774 0.000
H -0.046 2.887 3.116 0.000
H 1.141 1.687 4.905 0.001
H 2.948 0.086 4.326 0.000
H 3.649 -0.191 1.992 0.000
H 3.196 3.278 -2.457 0.002
H 4.529 5.368 -2.417 0.000
H 5.809 5.973 -0.398 0.000
H 5.733 4.517 1.592 0.001
H 4.388 2.462 1.564 0.001
H 1.970 -4.795 -0.770 0.000
H 1.448 -6.346 -2.600 0.001
H 0.401 -5.503 -4.669 0.000
H -0.117 -3.118 -4.904 0.001
H 3.177 -1.666 -3.269 0.001
H 5.206 -0.505 -4.043 0.000
H 5.046 1.760 -5.008 0.001
H 2.845 2.855 -5.223 0.000
H 0.815 1.713 -4.414 0.000
H 0.703 -0.373 -6.093 0.001
H -0.925 -0.506 -7.930 0.000
H -3.295 -0.982 -7.461 0.000
H -4.056 -1.294 -5.136 0.000
H -2.421 -1.141 -3.274 0.002
Se -0.902 4.447 -3.034 0.037
C -0.377 3.033 -2.190 0.019
N -0.008 2.110 -1.574 0.089
C -2.937 3.883 2.829 0.000
C -3.813 2.646 2.626 0.003
C -4.299 2.084 3.958 0.000
C -5.009 2.998 1.737 0.000
O -3.020 1.688 1.930 0.019
Si -2.657 0.151 2.225 0.090
S -1.361 -0.339 0.591 0.629
O -3.881 -0.905 2.241 0.026
C -4.931 -1.351 1.402 0.002
C -6.251 -1.040 2.118 0.001
C -4.906 -0.670 0.037 0.005
C -4.758 -2.864 1.233 0.001
O -1.932 0.001 3.660 0.009
C -1.802 -1.086 4.571 0.001
C -1.127 -2.265 3.877 0.003
C -3.175 -1.490 5.109 0.000
C -0.921 -0.593 5.720 0.000
H -3.529 4.719 3.190 0.000
H -2.481 4.146 1.878 0.000
H -2.153 3.671 3.550 0.000
H -4.897 2.821 4.488 0.000
H -3.446 1.796 4.566 0.000
H -4.900 1.196 3.778 0.000
H -5.623 3.750 2.225 0.000
H -5.619 2.116 1.558 0.000
H -4.670 3.389 0.780 0.000
H -6.343 0.032 2.277 0.000
H -6.287 -1.535 3.085 0.000
H -7.088 -1.376 1.514 0.000
H -4.978 0.408 0.153 0.000
H -5.744 -1.019 -0.561 0.000
H -3.974 -0.900 -0.474 0.005
H -4.774 -3.358 2.202 0.000
H -3.800 -3.068 0.757 0.001
H -5.561 -3.260 0.616 0.000
H -1.719 -2.578 3.023 0.002
H -1.019 -3.098 4.566 0.000
H -0.146 -1.962 3.524 0.000
H -3.805 -1.821 4.292 0.000
H -3.652 -0.644 5.598 0.000
H -3.064 -2.298 5.826 0.000
H 0.071 -0.360 5.348 0.000
H -0.846 -1.359 6.488 0.000
H -1.345 0.309 6.154 0.000



14
Properties=species:S:1:pos:R:3:nbo_charge:R:1 method="wB97M-V/def2-TZVPD" homo_energy_ev=-8.3 homo_lumo_gap_ev=8.207
C 2.503 0.497 0.358 -0.733
C 1.824 -0.789 -0.258 0.106
C -1.436 0.457 0.069 0.298
H 3.533 0.879 -0.179 0.241
H 2.719 0.633 1.420 0.260
H 1.738 1.370 0.345 0.275
H 2.353 -1.803 -0.541 0.233
H -1.460 -1.434 0.232 0.406
H -4.073 0.554 -1.148 0.139
N 0.574 -0.967 -0.361 -0.153
N -2.095 -0.746 0.287 -0.734
O -0.112 0.446 -0.219 -0.421
S -2.281 1.755 -0.097 -0.059
S -3.789 -0.853 0.092 0.143